A gas-phase ion, C3H10NS2 (charge +1) at a distorted geometry, computed with ωB97M-V/def2-TZVPD.

```
16
C3H10NS2, DFT ωB97M-V/def2-TZVPD
H 2.828 0.856 1.987
H 0.762 0.476 2.546
S -0.802 -0.712 -2.374
H 2.477 1.582 0.531
C 0.806 0.723 1.495
H -3.070 0.146 -2.312
S -0.158 0.486 -0.950
H 0.439 1.717 1.297
H -0.745 -0.782 1.168
H 0.806 -1.205 0.531
N 2.298 0.775 1.122
H 2.588 -0.096 0.681
H -2.845 -1.268 -1.238
C 0.117 -0.356 0.667
C -2.604 -0.820 -2.185
H -2.895 -1.524 -2.967
```

Computed properties:
**Multiplicity**: 1
**SMILES**: CSSCC[NH3+]
**LUMO**: -3.705 eV
**Net charge**: +1

---

A molecular structure, C19H44BrN2O3PS2Si2 at a distorted geometry, computed with ωB97M-V/def2-TZVPD.

```
74
C19H44BrN2O3PS2Si2, DFT ωB97M-V/def2-TZVPD
C -2.644 3.794 1.889
H -4.031 -2.150 1.109
H 1.776 2.504 -2.591
H 3.486 -2.860 -1.225
H 3.716 0.231 -1.564
C 2.255 -0.698 -2.850
H -3.244 2.370 -1.249
H -1.619 -4.025 0.242
H -5.670 -3.456 -0.640
H 3.608 3.020 -3.566
H 0.847 1.910 0.693
C 2.835 -0.244 1.717
Si 1.913 -0.231 0.028
C -2.905 1.497 -0.633
H -3.946 5.351 1.062
N -2.383 2.348 1.719
H -1.484 -3.832 -1.525
H 0.762 -4.094 3.295
H -3.809 1.115 -0.124
O 0.218 -4.068 2.499
C 2.478 3.125 -1.985
H -3.679 -3.784 0.493
C -1.381 -3.282 -0.565
C 4.930 -1.937 -2.554
H -5.740 -0.685 -1.192
H -5.599 -0.921 0.408
C 2.630 2.556 -0.515
H -4.643 -2.488 -1.816
O 3.767 3.063 -2.620
C -1.525 1.892 2.771
H -2.139 -1.307 0.261
H -4.373 3.644 0.497
H 2.545 3.431 0.172
H 5.249 -0.928 -2.884
H 0.631 1.622 -1.048
C 1.401 1.612 -0.236
H 1.091 1.418 2.860
H 3.107 0.810 1.984
C 1.817 -0.708 2.835
H 1.258 -1.625 2.561
H -3.205 4.005 2.825
C 4.000 -1.880 -1.260
Si 0.447 -2.743 -0.292
H -2.448 0.785 -1.348
H 0.858 0.521 4.415
C -5.042 -2.539 -0.775
C -1.825 2.047 0.387
H 2.873 -0.212 -3.635
H -1.704 4.400 1.842
H 3.621 2.077 -0.375
N -5.887 -1.370 -0.456
H -1.006 1.299 0.398
H 2.060 4.157 -1.942
H 4.314 -2.410 -3.351
H 2.432 -0.983 3.730
H 1.153 -2.965 -1.569
Br 3.337 -3.788 1.820
H 3.781 -0.822 1.697
C 3.026 -0.650 -1.452
H 5.790 -2.624 -2.379
O 0.454 -1.107 0.201
C -3.562 4.368 0.721
H 2.110 -1.761 -3.154
S -0.943 0.144 2.855
P 1.240 -4.249 1.127
S -1.007 2.876 4.029
C 0.844 0.431 3.306
C -3.791 -2.726 0.175
H -1.383 2.979 -0.052
H -2.908 4.482 -0.176
C -2.434 -2.125 -0.423
H 1.287 -0.161 -2.740
H 4.678 -1.674 -0.408
H -2.667 -1.774 -1.455
```

Computed properties:
**Multiplicity**: 1
**LUMO**: -0.036 eV
**Net charge**: 0

---

2 unconnected molecules or ions with the total composition C5H14N2O at a distorted geometry, computed with ωB97M-V/def2-TZVPD.

```
22
C5H14N2O, DFT ωB97M-V/def2-TZVPD
C 0.442 1.899 0.506
H -1.039 -1.794 -0.250
H 2.221 -1.583 -0.728
H 0.890 -0.480 -1.600
N -0.825 -1.545 0.711
H -0.838 0.129 1.933
H -3.192 -0.548 1.184
H 2.680 -0.491 -2.053
O -0.398 0.425 -1.283
H 2.253 0.949 -0.244
H -2.751 0.001 -0.444
H 1.662 0.224 1.319
C -1.101 -0.150 0.908
H 0.096 2.190 1.492
H 1.583 -1.863 -2.365
H -2.821 1.164 0.888
H 0.153 -1.758 0.871
C -2.568 0.140 0.621
C 1.433 0.813 0.443
C 1.887 -1.107 -1.643
N -0.292 0.718 -0.016
H 0.524 2.669 -0.251
```

Computed properties:
**Multiplicity**: 1
**SMILES**: C[C@@H](N)[N+]1([O-])CC1.C
**LUMO**: 0.803 eV
**Net charge**: 0

---

Calculated HOMO-LUMO gap (eV), listed in the same order as above: 8.7 8.1 8.8
Calculated E_HOMO (eV), listed in the same order as above: -12.3802 -8.1282 -8.0436
Calculated energy (eV), listed in the same order as above: -26426.9885 -146297.8072 -10435.2745